[1]
Molecular formula: C25H61N3O6
Method: DFT, ωB97M-V with the def2-TZVPD basis set

```
95
Properties=species:S:1:pos:R:3:mulliken_charge:R:1
C 1.6420 -3.7478 0.1080 -2.356
C 1.8194 -3.5582 -1.3611 2.212
C 0.6497 -4.1861 -2.1016 -1.880
C 1.8172 -2.0082 -1.5915 -1.072
C 2.4463 -1.5503 -2.9040 -1.001
C 3.8552 -2.2230 -3.0705 -1.308
C 3.8627 -3.7917 -2.9379 1.246
C 3.2978 -4.3607 -4.3058 -1.530
C 5.3657 -4.2046 -2.8915 -1.829
N 3.1466 -4.1716 -1.6881 0.325
O 3.1844 -5.5280 -1.4017 -0.469
H 0.6339 -3.4453 0.3915 0.286
H 1.7384 -4.7978 0.3839 0.592
H 2.3823 -3.1778 0.6694 0.450
H 0.7099 -3.8927 -3.1497 0.353
H 0.7148 -5.2728 -2.0469 0.387
H -0.2935 -4.0182 -1.5816 0.417
H 0.7960 -1.6271 -1.5943 0.259
H 2.2718 -1.4936 -0.7450 0.445
H 1.9140 -1.9467 -3.7687 0.310
H 2.3951 -0.4639 -2.9761 0.502
H 4.5647 -1.7260 -2.4089 0.367
H 4.2905 -1.9689 -4.0370 0.548
H 3.2813 -5.4499 -4.2685 0.371
H 3.9152 -4.0470 -5.1475 0.428
H 2.2679 -4.0801 -4.5264 0.349
H 5.8081 -4.0110 -3.8687 0.406
H 5.3435 -5.2666 -2.6471 0.435
H 6.0424 -3.7823 -2.1486 0.369
H 3.4205 -5.4289 -0.4764 0.381
C -0.4859 5.7390 -4.0989 -1.906
C -0.5907 5.5879 -2.5707 1.421
C -0.0862 6.8422 -1.8596 -1.666
C -2.1628 5.4969 -2.3637 -1.176
C -2.4950 5.0910 -0.9638 -0.796
C -1.8817 3.7423 -0.6752 -1.313
C -0.3053 3.6676 -0.8189 1.848
C 0.4019 4.2735 0.4239 -1.732
C 0.0654 2.1837 -0.8535 -1.826
N 0.0594 4.3248 -2.1087 0.422
O 1.3861 4.2861 -2.4387 -0.489
H 0.4698 6.1205 -4.4582 0.390
H -0.6655 4.7767 -4.5784 0.448
H -1.1848 6.5195 -4.3997 0.409
H -0.6814 7.7026 -2.1654 0.374
H -0.0682 6.7738 -0.7719 0.305
H 0.9291 6.9345 -2.2453 0.398
H -2.6352 6.4771 -2.4278 0.447
H -2.5745 4.7748 -3.0688 0.398
H -2.2247 5.9122 -0.2999 0.346
H -3.5730 4.9299 -0.9657 0.362
H -2.4673 3.0257 -1.2511 0.411
H -2.1663 3.3547 0.3030 0.487
H -0.0232 5.2095 0.7861 0.347
H 1.4655 4.4599 0.2756 0.435
H 0.4172 3.6885 1.3435 0.349
H -0.3262 1.7238 0.0539 -0.009
H 1.1481 2.1403 -0.7353 0.436
H -0.3429 1.6567 -1.7159 0.504
H 1.3832 3.8903 -3.3132 0.339
C 0.1041 -5.5868 5.0286 -0.823
O -0.0845 -4.5672 4.0596 -0.271
C 0.3491 -3.3019 4.5001 -0.972
C 0.0582 -2.2983 3.4005 1.011
C 0.3160 -0.8542 3.8855 -1.420
N -1.3869 -2.3534 3.2399 -0.493
H 1.1049 -5.6270 5.4587 0.321
H -0.0174 -6.5764 4.5881 0.261
H -0.6741 -5.5484 5.7908 0.314
H -0.1120 -2.9372 5.4180 0.400
H 1.4094 -3.3528 4.7477 0.517
H 0.6460 -2.4611 2.4972 -0.296
H 0.1059 -0.1470 3.0831 0.276
H 1.3051 -0.6814 4.3096 0.444
H -0.4070 -0.5761 4.6524 0.149
H -1.7923 -2.4950 4.1541 0.249
H -1.5245 -3.1330 2.6127 0.268
C -6.3547 1.6025 1.4353 -0.625
O -5.0211 1.8296 1.6929 -0.427
H -6.5088 1.0803 0.4910 0.268
H -6.8302 0.9758 2.1898 0.275
H -6.8504 2.5701 1.3573 0.209
H -4.4337 1.0716 1.6483 0.242
C -2.7918 1.8942 4.8241 -0.410
O -2.3966 1.6042 6.1379 -0.557
H -3.6257 2.5962 4.8145 0.332
H -2.0462 2.3387 4.1649 0.222
H -3.1615 1.0010 4.3205 0.141
H -1.8321 0.8286 6.1753 0.291
C -1.9607 -0.4176 0.5076 -0.548
O -2.0267 -0.1427 1.9006 -0.332
H -2.3617 0.4140 -0.0718 0.171
H -0.9097 -0.6144 0.2962 0.100
H -2.5922 -1.2917 0.3490 0.405
H -1.7647 -0.9227 2.3951 0.352
```

Summary:
Max |F|   3.3 eV/Å
Multiplicity   1
Energy relative to the best compared isomer or geometry (same formula, charge and spin)   0.0 kJ/mol
Total charge   0
Calculated total energy   -43663.9377 eV
SMILES   CC1(C)CCCC(C)(C)N1O.CC1(C)CCCC(C)(C)N1O.COC[C@H](C)N.CO.CO.CO
HOMO energy   -0.292 Ha

[2]
Molecular formula: C35H32N5O2Pt
Method: DFT, ωB97M-V with the def2-TZVPD basis set

```
75
Properties=species:S:1:pos:R:3:mulliken_charge:R:1
Pt 1.0518 -0.9673 -0.2395 1.136
O -5.3963 -4.6361 0.0944 -0.480
C -4.4556 -5.2118 -0.6701 0.656
O -4.6967 -6.2118 -1.2882 -0.541
C -3.1119 -4.5605 -0.7157 1.014
C -2.1295 -5.2210 -1.4570 -1.220
C -0.8538 -4.7205 -1.5725 -0.756
C -0.5058 -3.5173 -0.9351 1.540
C -1.4947 -2.8607 -0.1857 -0.456
C -2.7730 -3.3627 -0.0818 -1.367
N 0.7397 -2.9267 -1.0127 0.008
C 1.7660 -3.4960 -1.6295 0.036
C 3.0031 -2.8249 -1.6648 0.163
C 4.1092 -3.2913 -2.4093 -0.934
C 5.2708 -2.5664 -2.4116 -0.372
C 5.3597 -1.4204 -1.6109 -1.032
C 4.2566 -1.0326 -0.8825 -0.087
N 3.0953 -1.6745 -0.9424 -0.012
H -5.0808 -3.8565 0.5668 0.281
H -2.4108 -6.1443 -1.9423 0.466
H -0.1349 -5.2714 -2.1602 0.285
H -1.2240 -1.9359 0.3292 0.340
H -3.4926 -2.7977 0.4967 0.176
H 1.6895 -4.4709 -2.0982 0.316
H 4.0054 -4.1957 -2.9879 0.452
H 6.1096 -2.8735 -3.0153 0.459
H 6.2688 -0.8462 -1.5643 0.427
H 4.3077 -0.1770 -0.2193 0.628
C -2.8381 1.9576 1.1379 -1.146
C -2.4152 3.3781 1.3614 1.613
C -3.2105 4.2251 2.1220 -0.882
C -2.8509 5.5411 2.3413 -0.674
C -1.6741 6.0393 1.8054 -0.602
C -0.8649 5.2167 1.0425 -0.636
C -1.2318 3.8947 0.8229 -0.365
N -0.4017 3.0728 0.0059 0.225
C 0.0894 1.8755 0.4046 0.300
N 0.1939 1.6966 1.7337 0.099
C 0.6216 0.5615 2.4248 1.636
C 1.0547 -0.6029 1.7847 -0.696
C 1.5060 -1.6675 2.5555 -1.069
C 1.5117 -1.5909 3.9377 -1.166
C 1.0549 -0.4443 4.5642 -0.862
C 0.6010 0.6354 3.8310 1.258
C 0.1081 1.8679 4.5317 -1.621
N 0.4694 0.9644 -0.4534 -0.332
C 0.2413 1.1527 -1.8417 -1.503
C -1.0207 0.8802 -2.3737 0.451
C -1.2757 1.1408 -3.7060 -0.999
C -0.2777 1.6709 -4.5083 -0.686
C 0.9801 1.9226 -3.9862 -0.841
C 1.2624 1.6711 -2.6523 1.611
C 2.6047 1.9440 -2.0521 -1.225
H -3.9137 1.8733 1.2592 0.571
H -2.3687 1.2869 1.8593 0.224
H -2.5743 1.6222 0.1375 -0.006
H -4.1272 3.8361 2.5395 0.448
H -3.4929 6.1782 2.9282 0.418
H -1.3914 7.0650 1.9788 0.411
H 0.0534 5.5941 0.6161 0.491
H -0.3722 3.2777 -0.9834 0.327
H -0.0724 2.4934 2.2976 0.145
H 1.8441 -2.5795 2.0783 0.448
H 1.8518 -2.4251 4.5288 0.425
H 1.0471 -0.3870 5.6423 0.372
H 0.0948 1.7095 5.6066 0.390
H -0.9058 2.1244 4.2239 0.321
H 0.7639 2.7163 4.3361 0.393
H -1.7920 0.4693 -1.7348 0.450
H -2.2571 0.9489 -4.1075 0.475
H -0.4833 1.8952 -5.5416 0.443
H 1.7532 2.3330 -4.6177 0.476
H 3.3393 2.1563 -2.8227 0.461
H 2.9343 1.0822 -1.4714 0.024
H 2.5553 2.7959 -1.3739 0.277
```

Summary:
Max |F|   3.9 eV/Å
Multiplicity   1
Energy relative to the best compared isomer or geometry (same formula, charge and spin)   256.8 kJ/mol
Total charge   +1
Calculated total energy   -51601.4743 eV
HOMO energy (alpha / beta)   -0.356 / -0.356 Ha

[3]
Molecular formula: C10H10F5N3O2
Method: DFT, ωB97M-V with the def2-TZVPD basis set

```
30
Properties=species:S:1:pos:R:3:mulliken_charge:R:1
C -3.3878 0.9512 -0.9382 -1.599
C -2.1255 0.1483 -0.8009 0.563
C -1.9142 -0.3027 0.6699 -1.296
C -0.5135 -0.8808 0.9221 -0.419
C -0.2726 -2.3063 0.3448 0.861
F -1.2838 -3.0910 0.7751 -0.328
F -0.3770 -2.2707 -1.0362 -0.320
C 1.0975 -2.8769 0.7585 0.624
F 2.1393 -2.3664 0.0521 -0.224
F 1.3664 -2.6556 2.0606 -0.244
F 1.1438 -4.2361 0.5009 -0.272
N 0.4935 0.0807 0.4331 1.338
N 1.6960 0.3537 0.9727 -1.361
C 2.2672 1.2934 0.2528 0.596
C 3.6262 1.8555 0.4673 0.229
O 4.1224 1.7804 1.5765 -0.524
O 4.2558 2.4995 -0.5563 -0.447
C 1.3555 1.7128 -0.8056 -1.146
C 0.2476 0.9504 -0.5941 0.453
N -1.0109 1.0145 -1.1947 -0.148
H -3.5170 1.2365 -2.0049 0.390
H -3.3399 1.8544 -0.3162 0.376
H -4.3219 0.4061 -0.7237 0.368
H -2.1674 -0.7278 -1.4589 0.124
H -2.6727 -1.0178 0.9806 0.454
H -2.0271 0.6068 1.2938 0.430
H -0.3729 -0.9553 2.0204 0.506
H 5.1216 2.7105 -0.2048 0.335
H 1.5321 2.5057 -1.5191 0.386
H -1.1610 1.7270 -1.9280 0.295
```

Summary:
Max |F|   3.3 eV/Å
Multiplicity   1
Energy relative to the best compared isomer or geometry (same formula, charge and spin)   0.0 kJ/mol
Total charge   0
Calculated total energy   -32685.3417 eV
SMILES   C[C@@H]1C[C@@H](C(F)(F)C(F)(F)F)n2nc(C(=O)O)cc2N1
HOMO energy   -0.304 Ha